[1]
Entry from the OMol25 dataset: the molecule C6H10N2 in a non-equilibrium geometry (the ωB97M-V functional and the def2-TZVPD basis).

Geometry as XYZ:
```
18
Properties=species:S:1:pos:R:3:forces:R:3:mulliken_charge:R:1
C -1.87822 -1.42517 -0.13323 -0.8 1.9 -0.6 -0.7340
C -1.01140 -0.40472 0.10219 1.4 -3.5 1.7 0.2838
C -1.25646 1.09394 0.28331 4.9 -1.2 0.4 -0.7191
N -0.02250 1.63842 -0.43287 1.0 -0.4 -0.6 -0.4820
C 0.72916 0.42751 -0.93745 -6.3 2.4 -2.3 -0.2433
C 1.59784 -0.66883 -0.88895 2.5 -1.2 0.1 -0.6930
C 0.60463 -0.66324 0.24964 -2.9 1.1 0.1 0.6564
N 1.20923 -0.14777 1.47948 -0.8 -0.1 1.6 -0.7484
H -2.86701 -0.94686 -0.58496 1.5 -2.0 1.3 0.1881
H -1.62491 -2.54037 0.02625 -0.6 2.2 -0.8 0.2767
H -1.31632 1.61688 1.26390 0.0 -1.2 -0.1 0.2519
H -1.95234 1.49436 -0.28501 -4.2 1.1 -2.5 0.4106
H 0.43873 2.16493 0.24776 1.5 0.8 0.9 0.3260
H 0.01000 0.13729 -1.83452 1.0 0.5 2.0 0.2087
H 1.56610 -1.36887 -1.72028 -0.4 0.2 0.1 0.2219
H 2.60799 -0.38824 -0.72044 1.0 -0.7 1.3 0.2787
H 0.54645 0.20478 2.25000 0.7 -0.4 -2.2 0.2559
H 1.57081 -0.96540 1.97803 0.3 0.2 -0.4 0.2610
```
Positions in Å, forces in eV/Å.

Summary:
- orbital gap (eV) = 8.7
- HOMO level (eV) = -7.72


[2]
Entry from the OMol25 dataset: a structure of composition C12H17BFe in a non-equilibrium geometry (the ωB97M-V functional and the def2-TZVPD basis).

Geometry as XYZ:
```
31
Properties=species:S:1:pos:R:3:forces:R:3:mulliken_spin:R:1
H -1.21844 -1.16327 -1.03274 -0.1 0.0 -0.1 0.0351
B -1.45953 -1.75901 -2.22406 -0.2 -0.1 -1.4 0.0510
H -1.96947 -2.84708 -2.05886 0.1 0.1 0.5 0.0003
H -2.25486 -1.07339 -2.90727 0.3 0.1 0.8 0.0051
H -0.46704 -1.89041 -2.94887 0.2 0.2 0.8 0.0022
C -3.06704 0.11583 -0.36434 -0.3 0.3 -0.7 0.0151
C -1.81075 -0.24735 0.34201 -0.1 -0.2 0.6 0.2946
C -0.88362 0.80062 0.66764 -0.4 0.5 0.6 -0.0532
C -0.23198 1.23331 1.94747 -1.0 1.7 -0.2 0.0924
C 0.80389 2.20142 1.59271 -2.6 0.5 0.5 0.0129
C 0.82333 2.34335 0.15108 -1.7 2.1 -0.2 0.0511
C -0.19003 1.49922 -0.39815 -1.3 2.5 -0.5 -0.0254
Fe 1.06001 0.44845 0.66865 0.3 -0.2 0.6 3.2320
C 1.20819 -1.33293 -0.19689 2.3 -1.2 0.6 0.0527
C 1.51272 -1.41599 1.22389 2.0 -1.5 -0.9 0.1065
C 2.60310 -0.49625 1.50527 0.8 -2.3 -0.4 0.0321
C 2.97141 0.15356 0.26121 1.0 -1.2 -0.4 0.0365
C 2.10058 -0.34872 -0.78315 1.2 -1.9 -0.8 0.0154
H -3.89855 -0.54311 -0.08175 0.3 0.2 -0.2 0.0047
H -3.33872 1.16999 -0.16912 0.1 -0.5 -0.1 0.0012
H -2.83096 -0.04260 -1.43848 -0.9 0.4 0.5 0.0123
H -1.80893 -1.15039 0.96712 -0.1 0.5 -0.1 -0.0122
H -0.61154 0.92574 2.92774 0.6 0.2 -0.4 0.0039
H 1.40177 2.78297 2.28374 0.0 -0.3 -0.1 0.0045
H 1.46679 3.03161 -0.39821 -0.1 -0.5 0.2 0.0080
H -0.53167 1.38776 -1.42831 0.6 0.0 0.2 0.0059
H 0.53993 -1.95700 -0.74927 -0.4 0.0 -0.1 -0.0170
H 1.06565 -2.12043 1.91554 0.0 0.3 0.0 0.0132
H 3.13169 -0.45107 2.45435 -0.3 0.3 -0.2 0.0025
H 3.79731 0.84891 0.12473 -0.4 -0.1 0.1 0.0104
H 2.08674 -0.10375 -1.85370 0.1 0.0 0.7 0.0065
```
Positions in Å, forces in eV/Å.

Summary:
- orbital gap (alpha / beta) (eV) = 5.6 / 7.8
- HOMO level (alpha / beta) (eV) = -6.74 / -9.01
- spin multiplicity = 5


[3]
Entry from the OMol25 dataset: the molecule C3H6N2O in a non-equilibrium geometry (the ωB97M-V functional and the def2-TZVPD basis).

Geometry as XYZ:
```
12
Properties=species:S:1:pos:R:3:forces:R:3:mulliken_charge:R:1
C -2.10721 -0.33624 -1.05146 -0.4 -1.1 -0.9 -0.3910
N -0.88607 -0.45761 -1.42437 -0.8 1.0 -0.2 -0.4610
C -0.15845 0.21636 -0.38231 -0.5 0.8 0.8 -0.1557
N 0.99379 -0.44202 0.16391 0.0 0.0 0.2 -0.1586
C 2.07746 0.23238 0.65750 -0.1 -0.1 0.0 0.1301
O 3.01335 -0.28052 1.23032 -0.3 0.1 -0.2 -0.5488
H -2.89960 -0.15244 -1.76049 -0.3 -0.9 -0.5 0.2659
H -2.42294 -0.46843 -0.00493 0.1 0.8 -0.2 0.3235
H -1.05940 0.61496 0.22396 2.0 -0.6 1.2 0.2884
H 0.15216 1.17809 -0.79000 0.4 -0.1 -0.3 0.2333
H 1.00296 -1.44763 0.27868 -0.1 0.2 0.1 0.2441
H 2.00951 1.32409 0.48014 0.0 -0.1 0.0 0.2296
```
Positions in Å, forces in eV/Å.

Summary:
- orbital gap (eV) = 10.1
- HOMO level (eV) = -9.76


[4]
Entry from the OMol25 dataset: a structure of composition C16H34Br4Cl3FLiNO8Si in a non-equilibrium geometry (the ωB97M-V functional and the def2-TZVPD basis).

Geometry as XYZ:
```
69
Properties=species:S:1:pos:R:3:forces:R:3:mulliken_charge:R:1
O -2.79936 4.72891 2.71764 1.1 0.1 -2.4 -0.5405
Si -1.56787 4.49013 1.46523 -2.7 0.8 2.4 0.6871
H -3.55486 5.18701 2.23420 0.5 -0.5 0.3 0.3627
H -2.12367 3.55820 0.49271 0.2 -0.2 -0.4 -0.1737
H -0.38324 3.96448 2.15940 0.2 -0.3 0.1 -0.1892
H -1.24016 5.79450 0.90452 0.2 0.2 -0.3 -0.1574
F -4.72304 5.80336 0.69071 0.3 -0.3 0.5 -0.7219
C -9.47716 7.70324 -1.05423 -0.1 0.0 -0.1 -1.1083
C -9.02415 7.19357 0.31029 -0.2 -0.2 -0.3 -0.4714
C -8.04509 8.14215 1.00478 1.0 -0.2 -0.7 -0.2841
C -6.79739 8.30664 0.15240 7.2 1.1 -4.6 0.1834
N -5.76227 8.44309 -0.55471 -8.4 -0.9 5.5 -0.4542
H -8.63796 7.79239 -1.75141 -0.1 0.0 0.2 0.3515
H -10.19630 7.00863 -1.49959 0.0 0.1 0.1 0.3095
H -9.95885 8.68381 -0.96664 0.1 -0.1 0.0 0.2898
H -8.56063 6.20740 0.18446 0.0 0.2 0.1 0.3102
H -9.90391 7.05679 0.94863 0.1 0.0 0.1 0.3064
H -7.76176 7.73950 1.98293 0.2 0.1 -0.2 0.2733
H -8.50607 9.12339 1.16213 0.2 -0.1 -0.1 0.3000
Br -2.47392 0.42368 0.44417 0.2 -0.2 0.1 -0.0940
C -1.88198 -0.87236 1.77629 -0.3 0.1 -0.2 -0.5714
C -1.14307 -0.19546 2.90706 0.0 -0.2 0.2 -0.3880
Br 0.67164 0.28454 2.37669 -0.2 0.1 0.1 -0.0832
H -1.28091 -1.61911 1.25029 -0.1 0.2 0.2 0.3252
H -2.79940 -1.34262 2.14213 0.2 0.1 0.1 0.3922
H -1.02038 -0.87930 3.75187 0.0 0.1 -0.1 0.3373
H -1.62697 0.72172 3.25515 0.1 -0.2 -0.2 0.1612
O 5.95019 -2.59281 -0.81956 -1.3 0.7 1.2 -0.6055
C 4.85715 -2.20249 -0.44394 1.6 -0.9 -1.2 0.5032
O 4.59784 -1.72986 0.81049 0.8 -0.5 -0.1 -0.3738
C 3.20064 -1.46777 0.93262 -0.4 0.7 0.2 -0.0697
C 2.70455 -1.28956 -0.47843 -0.8 0.3 -0.4 -0.6928
C 3.60218 -2.21254 -1.26315 -0.1 0.4 -0.3 0.7602
H 2.72827 -2.31842 1.43503 -0.2 0.0 0.0 -0.1280
H 3.04548 -0.56878 1.53624 0.3 -0.4 0.0 0.1864
H 1.64045 -1.51298 -0.59208 0.2 0.1 0.1 0.3794
H 2.86944 -0.25453 -0.80173 -0.1 -0.2 0.1 0.2951
H 3.20681 -3.23147 -1.29886 0.2 0.3 -0.1 -0.6832
H 3.78597 -1.83251 -2.27073 0.1 -0.3 0.0 0.3592
O 3.09345 -4.27642 2.99418 -0.2 2.3 0.5 -0.1355
H 3.61429 -3.77722 2.31477 0.1 0.2 -0.1 0.4844
H 3.36794 -4.02989 3.91397 0.0 0.0 -0.1 0.3714
H 3.15241 -5.25494 2.84867 0.1 -1.1 0.2 -0.1466
Li 3.43295 -6.85463 1.96309 0.1 -1.1 -1.0 0.5639
Br 8.03457 -1.04719 -5.76300 -0.1 0.0 0.1 -0.1548
C 7.25736 -1.81689 -4.14802 0.3 0.1 0.0 -0.5146
C 6.76363 -3.22322 -4.39556 -0.1 -0.2 0.2 -0.5347
Br 5.07073 -3.21637 -5.36453 0.1 -0.1 0.0 -0.1448
H 6.47185 -1.13326 -3.81451 0.1 -0.3 -0.1 0.2941
H 8.06890 -1.81669 -3.41449 -0.2 -0.1 -0.1 0.3662
H 6.54730 -3.72833 -3.44979 0.1 0.2 -0.1 0.2564
H 7.46147 -3.83304 -4.97665 -0.1 0.3 0.1 0.4336
C -0.98683 1.85732 6.67449 -0.1 0.3 -0.1 -0.0277
Cl 0.09304 2.87798 5.70940 -0.2 -0.2 0.2 -0.0838
Cl -2.50132 1.55764 5.80504 0.2 0.1 0.2 -0.0969
Cl -0.19325 0.32786 7.08714 0.0 0.0 0.0 -0.1408
H -1.22118 2.38502 7.60254 0.1 -0.2 -0.3 0.3568
C 1.36798 -6.19357 -3.47135 -0.3 -0.1 -1.4 -0.3157
C 1.34254 -7.42751 -2.62890 -0.7 -1.1 -0.6 -0.3117
O 2.15115 -7.08154 -1.52049 0.4 1.3 0.8 -0.3353
C 2.13697 -5.71955 -1.42860 0.0 0.8 0.1 0.5471
O 2.58996 -5.08793 -0.48863 -0.6 -1.4 -0.8 -0.5292
O 1.54913 -5.15715 -2.52478 0.8 -0.3 1.9 -0.2406
H 0.43840 -6.05096 -4.02918 0.2 0.2 0.2 0.3067
H 2.20913 -6.18300 -4.17237 -0.1 0.1 0.1 0.2638
H 0.33607 -7.66871 -2.27093 0.1 0.0 0.0 0.2618
H 1.75170 -8.29658 -3.15136 0.0 0.1 0.3 0.3009
O 2.13472 -0.95153 -5.37247 -1.2 0.6 0.8 -0.6021
H 2.85472 -1.41426 -5.76067 1.2 -0.7 -0.7 0.2252
```
Positions in Å, forces in eV/Å.

Summary:
- orbital gap (eV) = 1.1
- HOMO level (eV) = -6.68


no.,E (Ha)
1,-343.8825
2,-1755.6728
3,-302.5881
4,-13359.7772